Record 1
The following is a DFT calculation (ωB97M-V/def2-TZVPD) of a 5-piece molecular cluster, C32H60Br2F3N2O7 overall in a non-equilibrium geometry.

Last column: Mulliken charge in e.
Geometry (Å):
O (-0.2368, 2.7066, 2.9768)  -0.57
C (-1.4163, 2.6028, 2.8866)  -0.08
O (-1.9974, 2.4169, 1.7025)  0.05
C (-3.4175, 2.1600, 1.6946)  -1.08
C (-3.7302, 0.7051, 1.4352)  -0.43
C (-3.3425, 0.2442, 0.0290)  -0.21
C (-1.8728, -0.1840, 0.0218)  0.29
N (-1.2813, -0.3044, -1.3575)  0.53
C (-0.6114, -1.6388, -1.4853)  0.18
C (0.4406, -1.6441, -2.5733)  -1.55
C (1.6006, -0.7327, -2.1238)  -0.85
C (1.0981, 0.5268, -1.3669)  0.14
C (1.2870, 0.4806, 0.1473)  1.41
C (2.7188, 0.2723, 0.6950)  -1.23
C (2.9399, -1.1255, 1.2769)  -0.84
N (1.8540, -1.5214, 2.1658)  -0.03
C (1.2584, -2.8239, 1.9034)  -1.00
C (-0.2523, -2.8448, 2.0922)  1.03
C (-1.0144, -3.6657, 1.2459)  -0.96
C (-2.4056, -3.7288, 1.3363)  -0.78
C (-3.0640, -2.9446, 2.2776)  -0.37
C (-2.3220, -2.1339, 3.1392)  -0.51
C (-0.9294, -2.0872, 3.0610)  0.08
O (-0.2649, -1.2594, 3.9311)  -0.64
C (-0.3524, 0.8188, -1.7623)  -0.92
C (-0.8457, 2.2097, -1.3401)  -0.12
C (-0.7590, 3.2274, -2.5207)  -1.71
C (-1.9726, 4.1281, -2.5464)  0.24
F (-2.1260, 4.6692, -1.3012)  -0.26
Br (-1.6840, 5.6144, -3.7557)  -0.04
C (-3.3472, 3.3988, -2.8608)  0.78
F (-4.0965, 3.2864, -1.7633)  -0.18
F (-4.0690, 4.0945, -3.7404)  -0.27
Br (-3.1387, 1.6330, -3.6718)  -0.10
H (-2.0533, 2.6721, 3.7754)  0.44
H (-3.8507, 2.5011, 2.6338)  0.76
H (-3.8350, 2.7753, 0.9017)  0.14
H (-4.8072, 0.5859, 1.5519)  0.53
H (-3.2859, 0.0389, 2.1760)  -0.18
H (-3.5661, 1.0021, -0.7192)  0.00
H (-3.9512, -0.6250, -0.2253)  0.59
H (-1.3012, 0.4996, 0.6369)  0.00
H (-1.8452, -1.1478, 0.5251)  -0.46
H (-2.0675, -0.3358, -2.0074)  0.63
H (-0.1289, -1.9025, -0.5508)  -0.65
H (-1.3753, -2.3952, -1.6535)  0.77
H (0.0159, -1.2286, -3.4885)  0.28
H (0.7776, -2.6557, -2.7685)  0.69
H (2.2343, -1.3242, -1.4745)  0.05
H (2.1440, -0.4604, -3.0155)  0.31
H (1.6635, 1.3613, -1.7862)  1.00
H (0.9196, 1.4104, 0.5795)  -0.20
H (0.6744, -0.3375, 0.5257)  -1.25
H (3.4517, 0.4771, -0.0744)  0.31
H (2.8921, 0.9998, 1.4840)  0.58
H (3.1226, -1.8467, 0.4741)  0.24
H (3.8677, -1.0887, 1.8482)  0.41
H (1.1588, -0.7966, 2.2301)  0.33
H (1.7388, -3.6128, 2.4882)  0.41
H (1.4025, -3.1069, 0.8525)  0.35
H (-0.5017, -4.2758, 0.5140)  0.45
H (-2.9332, -4.3942, 0.6689)  0.46
H (-4.1402, -2.9762, 2.3570)  0.46
H (-2.8579, -1.5384, 3.8640)  0.64
H (0.5306, -1.7311, 4.2086)  0.46
H (-0.3430, 0.8100, -2.8496)  0.89
H (-1.8675, 2.2096, -0.9837)  -0.53
H (-0.1801, 2.5937, -0.5781)  0.74
H (0.0993, 3.8762, -2.3707)  0.51
H (-0.6172, 2.7485, -3.4841)  0.66
C (5.9981, -1.5571, -4.5227)  -1.25
C (5.2507, -1.7904, -3.2243)  0.06
O (3.8480, -1.9602, -3.4427)  -0.39
H (5.6063, -0.6772, -5.0339)  0.32
H (7.0632, -1.4112, -4.3408)  0.36
H (5.8773, -2.4079, -5.1969)  0.34
H (5.3556, -0.9336, -2.5625)  0.07
H (5.6445, -2.6733, -2.7101)  0.30
H (3.7368, -2.7214, -4.0223)  0.24
C (7.6340, -0.5310, 1.2448)  -1.24
C (6.6253, -0.3036, 0.1356)  -0.06
O (5.6208, 0.6364, 0.5211)  -0.45
H (7.1335, -0.8882, 2.1451)  0.30
H (8.3862, -1.2626, 0.9476)  0.36
H (8.1420, 0.4011, 1.5013)  0.34
H (6.1070, -1.2314, -0.1041)  0.19
H (7.1282, 0.0544, -0.7696)  0.36
H (6.0672, 1.4634, 0.7317)  0.25
C (-0.2591, 1.5633, 5.9469)  -0.45
C (0.9171, 2.5225, 5.9304)  -0.34
O (1.3868, 2.7380, 4.6031)  -0.57
H (0.0272, 0.6166, 5.4928)  0.02
H (-0.6093, 1.3793, 6.9643)  0.45
H (-1.0894, 1.9662, 5.3610)  -0.09
H (1.7542, 2.1164, 6.4963)  0.33
H (0.6351, 3.4812, 6.3796)  0.26
H (0.6602, 3.0997, 4.0819)  0.50
C (-7.3095, -0.4993, -3.4851)  -1.17
C (-6.1627, -0.9874, -2.6218)  0.20
O (-5.1432, -1.5909, -3.4200)  -0.53
H (-7.7352, -1.3280, -4.0502)  0.31
H (-8.0952, -0.0477, -2.8785)  0.36
H (-6.9602, 0.2434, -4.2066)  0.30
H (-6.5108, -1.7381, -1.9140)  0.36
H (-5.7288, -0.1560, -2.0513)  -0.07
H (-4.8348, -0.9231, -4.0401)  0.29

Atomic forces in eV per Å
O -0.618 0.087 -1.900
C -0.283 0.105 -0.099
O -0.422 -0.168 0.090
C -0.032 0.094 0.137
C -0.283 -0.006 -0.277
C 0.143 -0.467 0.046
C -0.819 0.284 0.551
N 0.130 -0.475 0.688
C 0.426 -1.025 -0.458
C -0.057 1.042 0.212
C -0.777 -0.202 0.119
C 0.153 -0.298 -0.146
C 0.337 -0.005 0.053
C -0.686 -0.042 -0.322
C 0.510 0.387 0.271
N 0.180 -0.426 0.004
C -0.488 0.297 -0.265
C -0.120 -0.269 -0.075
C -0.277 0.314 0.584
C 0.491 0.090 -0.030
C 0.556 0.066 0.011
C -0.265 -0.212 -0.439
C -0.247 -0.133 -0.159
O -0.368 -0.509 0.023
C 0.273 0.518 -0.390
C 0.322 0.217 -0.933
C 0.176 -0.151 0.481
C -0.018 -0.018 0.041
F -0.074 0.006 0.164
Br -0.003 -0.219 -0.080
C -0.147 0.687 -0.642
F 0.223 -0.246 0.241
F -0.085 -0.032 0.057
Br -0.089 -0.184 -0.066
H -0.512 -0.050 -0.216
H -0.005 -0.028 0.120
H 0.043 0.119 -0.080
H -0.121 0.073 0.010
H 0.137 0.145 0.063
H 0.001 0.201 0.027
H -0.037 -0.054 -0.141
H 0.316 0.140 -0.344
H 0.285 -0.187 -0.229
H 0.009 0.322 -0.083
H -0.102 0.250 0.246
H -0.281 0.151 0.021
H -0.095 -0.320 -0.227
H 0.009 -0.119 -0.037
H 0.366 0.092 -0.006
H 0.396 0.097 0.061
H 0.019 0.241 0.185
H -0.268 -0.045 0.101
H -0.157 0.140 0.091
H 0.183 -0.031 -0.068
H 0.029 0.072 0.088
H -0.338 -0.209 -0.011
H 0.159 -0.040 -0.066
H -0.026 -0.036 0.112
H 0.008 -0.001 0.147
H 0.207 -0.080 -0.060
H 0.059 -0.035 -0.062
H -0.191 0.010 0.023
H -0.090 0.012 0.048
H 0.226 0.064 0.243
H 0.327 0.392 -0.013
H -0.300 -0.247 -0.116
H 0.011 -0.139 0.368
H -0.336 -0.005 0.464
H 0.056 0.108 -0.022
H -0.105 -0.001 -0.122
C -0.100 0.049 -0.028
C 0.051 -0.193 -0.202
O 0.098 -0.146 -0.068
H 0.031 0.034 0.033
H 0.001 -0.022 -0.006
H 0.070 -0.037 0.032
H -0.070 0.040 0.075
H 0.065 0.074 0.062
H 0.030 0.020 -0.028
C -0.072 -0.006 0.055
C 0.171 0.233 0.146
O 0.222 -0.090 -0.100
H -0.005 -0.045 -0.018
H 0.014 0.019 -0.002
H 0.056 -0.013 -0.054
H -0.090 0.014 -0.025
H 0.006 -0.118 -0.039
H -0.047 0.011 0.048
C 0.045 -0.072 0.098
C 0.131 0.246 -0.587
O 1.195 0.068 1.588
H -0.031 -0.026 0.013
H -0.031 0.015 -0.016
H 0.004 -0.040 0.254
H -0.013 -0.010 0.079
H 0.018 -0.026 0.167
H 0.527 -0.169 0.480
C -0.005 -0.023 -0.001
C -0.014 0.263 -0.278
O 0.207 -0.079 0.317
H -0.022 -0.024 0.046
H 0.004 0.019 -0.013
H -0.012 0.061 0.056
H 0.127 -0.108 -0.039
H -0.100 0.004 0.070
H -0.104 -0.031 -0.123

## Properties
- F_max (eV Å⁻¹) = 2.00
- DFT total energy (hartree) = -7338.841652
- total charge = +1
- HOMO-LUMO gap (eV) = 8.440


Record 2
The following is a DFT calculation (ωB97M-V/def2-TZVPD) of a 3-piece molecular cluster, C32H61BCl4NO6P overall in a non-equilibrium geometry.

Last column: Mulliken charge in e.
Geometry (Å):
C (5.6477, -0.3862, -0.0919)  -0.88
C (4.1079, -0.1609, 0.4249)  0.84
C (3.5080, -1.4811, 1.2558)  -0.19
C (1.8950, -1.1220, 1.5050)  0.07
C (0.9109, -1.7592, 0.3414)  0.85
C (0.3784, -3.2142, 0.8779)  -1.04
C (-1.1490, -3.1601, 1.5482)  -0.31
C (-2.2670, -3.6773, 0.4162)  -0.59
C (-3.4893, -2.6224, 0.1753)  -0.35
N (-4.5807, -3.0325, -0.7563)  -0.11
C (-4.3864, -4.3368, -1.4677)  -0.52
C (-3.3138, -4.2625, -2.7500)  -0.50
O (-2.8455, -1.3110, -0.1434)  0.24
C (-3.8146, -0.3530, -0.6872)  -0.39
C (-3.7337, -0.3378, -2.3575)  -0.86
C (-2.2033, -0.3916, -2.9383)  0.27
P (-1.7037, 1.1688, -3.9732)  0.89
O (-1.7614, 0.7236, -5.4888)  -0.75
O (-2.7250, 2.5371, -3.5773)  -0.31
C (-2.0924, 3.7927, -4.0681)  -0.29
C (-3.1327, 5.0266, -3.6399)  -0.91
O (-0.0699, 1.6403, -3.4733)  -0.31
C (0.8428, 0.4874, -3.5161)  0.11
C (2.3888, 1.1037, -3.5845)  -0.87
C (-3.3498, 1.1923, -0.2443)  0.05
O (-1.8913, 1.3802, -0.2359)  0.66
C (-1.6004, 2.8143, -0.3866)  -0.33
B (-0.5389, 3.4324, 0.7060)  0.48
O (-0.7780, 4.8519, 1.1400)  -0.67
C (0.7779, 2.6773, 1.3371)  0.19
C (1.8512, 2.4868, 0.0851)  -0.56
C (-4.0982, 1.6917, 1.1553)  0.17
C (-5.6648, 2.2251, 1.2263)  -0.37
C (-6.3307, 2.7556, 2.6642)  -0.45
C (-5.4528, 2.7882, 4.0830)  -0.39
C (-3.9004, 2.2340, 3.9860)  -0.49
C (-3.2302, 1.6984, 2.5511)  -0.29
H (5.9499, 0.5211, -0.7915)  0.31
H (5.6498, -1.4195, -0.6869)  0.17
H (6.3247, -0.4693, 0.8714)  0.18
H (3.4051, 0.0014, -0.5162)  -0.24
H (3.9628, 0.7959, 1.1101)  -0.19
H (4.0840, -1.5983, 2.2777)  -0.58
H (3.5370, -2.4373, 0.5818)  0.43
H (1.8282, 0.0461, 1.4646)  -0.74
H (1.5273, -1.4420, 2.5867)  0.37
H (1.5831, -1.8367, -0.6420)  0.27
H (0.0419, -0.9978, 0.0882)  -0.65
H (0.4709, -3.9840, 0.0013)  0.33
H (1.1330, -3.5859, 1.7191)  0.37
H (-1.4076, -2.0962, 1.9603)  0.17
H (-1.1553, -4.0089, 2.3833)  0.41
H (-2.6379, -4.7761, 0.6987)  0.27
H (-1.6237, -3.8169, -0.5798)  0.03
H (-3.9935, -2.4491, 1.2444)  0.15
H (-5.4979, -3.0410, -0.2211)  0.33
H (-4.1925, -5.2750, -0.7737)  0.28
H (-5.4304, -4.5793, -1.9980)  0.31
H (-3.9570, -3.9243, -3.6854)  0.29
H (-2.9350, -5.3468, -2.9888)  0.28
H (-2.4654, -3.4716, -2.5893)  -0.10
H (-4.9105, -0.4624, -0.2846)  0.40
H (-4.3005, -1.3007, -2.7476)  0.25
H (-4.3046, 0.5859, -2.8238)  0.53
H (-1.3632, -0.5156, -2.1339)  -0.69
H (-2.0995, -1.3308, -3.6674)  0.52
H (-1.8949, 3.7495, -5.2310)  0.39
H (-1.0786, 4.0476, -3.5084)  0.17
H (-2.4809, 6.0089, -3.6953)  0.32
H (-4.0247, 5.0039, -4.4005)  0.29
H (-3.4945, 4.7838, -2.5525)  0.19
H (0.6189, -0.2945, -4.3578)  0.39
H (0.7925, -0.1087, -2.4843)  -0.17
H (3.1532, 0.2496, -3.8511)  0.30
H (2.3564, 1.9596, -4.4113)  0.32
H (2.6810, 1.6029, -2.5404)  0.09
H (-3.8105, 1.8881, -1.0974)  0.30
H (-2.5666, 3.5095, -0.3407)  0.09
H (-1.1651, 2.9709, -1.4828)  -0.31
H (0.0663, 5.2019, 1.5781)  0.34
H (1.2512, 3.3633, 2.1792)  0.14
H (0.4125, 1.6687, 1.8048)  -0.15
H (1.6628, 1.4714, -0.4657)  -0.27
H (1.5888, 3.3541, -0.6913)  0.39
H (2.9342, 2.6221, 0.5106)  0.30
H (-6.3446, 2.2503, 0.2462)  0.27
H (-7.4349, 3.1679, 2.7558)  0.26
H (-5.9193, 3.1864, 5.1066)  0.28
H (-3.2758, 2.2792, 5.0022)  0.25
H (-2.0971, 1.3497, 2.6054)  0.17
Cl (2.6973, 1.7884, 4.1688)  -0.14
C (4.0619, 0.7123, 4.5612)  -0.02
C (5.3330, 1.4862, 4.8749)  -0.44
Cl (5.9960, 2.3019, 3.4378)  -0.18
H (4.2051, 0.0259, 3.7209)  -0.25
H (3.7596, 0.1240, 5.4331)  0.41
H (6.1054, 0.8005, 5.2351)  0.30
H (5.1627, 2.2429, 5.6470)  0.35
Cl (6.7871, -4.6441, -0.3885)  -0.18
C (7.9067, -3.6321, 0.5585)  -0.34
C (7.6665, -3.7544, 2.0552)  -0.54
Cl (6.1159, -3.0318, 2.5492)  -0.08
H (7.8007, -2.5979, 0.2165)  0.19
H (8.9192, -3.9686, 0.3153)  0.34
H (8.4519, -3.2240, 2.6014)  0.29
H (7.6730, -4.7997, 2.3793)  0.35

Atomic forces in eV per Å
C -1.026 -0.068 0.383
C -0.385 -0.704 -0.090
C -1.097 1.342 -0.427
C 0.152 0.569 0.085
C 0.837 0.435 0.408
C 0.345 0.299 0.258
C 0.238 -1.472 -0.696
C 1.047 -0.050 -0.629
C 0.219 -0.260 2.363
N 0.293 -0.944 1.043
C -0.954 -1.095 -1.657
C -1.260 0.113 -0.037
O -2.487 -0.585 -0.787
C 1.172 1.969 -0.859
C -0.671 -0.822 -0.029
C 0.285 -0.335 0.239
P 0.148 -1.152 -3.189
O 0.316 2.013 4.839
O 3.441 -1.575 -1.022
C -0.112 2.065 0.329
C 0.967 -1.351 -0.695
O -2.587 -1.858 -0.881
C 1.917 -0.773 1.346
C -0.966 0.378 -0.211
C -1.613 0.402 -0.173
O -2.325 0.946 0.204
C -0.063 1.655 -0.911
B 0.061 1.930 1.249
O 2.198 -2.575 -0.707
C -0.255 0.250 -0.191
C -0.897 0.728 0.224
C -0.790 1.162 3.932
C 1.773 0.152 3.213
C 3.694 -0.977 0.500
C 2.052 -1.752 -4.339
C -2.433 0.457 -2.569
C -3.589 1.406 0.613
H -0.389 -2.042 1.521
H 0.239 2.314 1.213
H -1.126 0.226 -2.167
H 1.434 -0.353 1.885
H 0.567 -2.025 -1.379
H -1.279 0.068 -2.236
H 0.354 1.663 1.464
H 0.047 -2.162 0.185
H 0.725 0.528 -2.278
H -1.496 -0.079 2.017
H 1.529 -1.691 0.636
H -0.554 1.268 1.715
H -1.537 0.825 -1.806
H 0.555 -2.113 -0.728
H -0.065 2.202 -1.484
H 0.535 2.642 -0.510
H -1.703 0.405 2.005
H 0.999 -0.316 -2.131
H 1.748 -0.104 -1.031
H -0.068 1.996 -1.272
H 2.193 0.536 1.284
H 1.472 -0.567 1.880
H -0.441 2.233 0.579
H -1.544 -1.767 -0.217
H 2.119 -0.095 -0.878
H 1.260 1.984 0.881
H 1.139 -1.795 1.200
H -1.906 0.268 -1.142
H -0.167 2.420 1.318
H -0.506 -0.023 2.397
H -2.013 -1.003 -1.148
H -1.691 -1.879 0.151
H 1.683 0.347 1.646
H 0.686 0.703 -2.110
H 0.340 1.851 1.273
H -0.141 1.250 -2.068
H -1.550 1.793 0.485
H 0.345 -1.970 1.735
H -0.716 -1.182 -2.356
H 0.948 -1.428 1.804
H 1.811 -1.676 -0.060
H -0.765 -0.277 2.190
H -1.894 -0.888 -0.782
H -0.876 -1.565 -1.656
H 1.023 1.709 -0.807
H 0.552 1.921 1.160
H 0.942 -1.843 1.511
H -2.071 -0.445 -1.174
H 1.732 -0.064 2.419
H 2.535 -1.047 -0.590
H 1.174 -1.020 -2.632
H -1.320 -0.253 -2.676
H -2.747 0.783 -0.367
Cl 0.055 -0.035 -0.061
C 0.230 -0.178 0.133
C -0.132 -0.182 0.268
Cl -0.030 0.021 -0.048
H -0.009 0.250 0.099
H 0.102 0.152 -0.092
H -0.161 0.032 -0.110
H -0.038 -0.121 -0.246
Cl -0.048 0.052 0.022
C 0.208 0.168 0.148
C 0.351 -0.147 -0.045
Cl 0.158 -0.164 -0.003
H -0.095 -0.223 0.116
H -0.174 0.001 0.129
H -0.100 -0.033 -0.163
H -0.084 0.217 -0.143

## Properties
- SMILES = CCCCCCCC[C@H](NCC)O[C@H](CCP(=O)(OCC)OCC)[C@H](OCB(O)CC)c1ccccc1.ClCCCl.ClCCCl
- F_max (eV Å⁻¹) = 5.25
- DFT total energy (hartree) = -3968.471479
- HOMO-LUMO gap (eV) = 8.686